# 1
A single C3H7NO2 molecule. Source: the Open Molecules 2025 dataset; level of theory: wB97M-V/def2-TZVPD.

Summary:
- total charge = 0
- SMILES string = C/C(CO)=N/O
- electronic energy (Eh) = -323.63121
- relative energy (zero: lowest compared OMol25 entry of this formula, charge and spin) (eV) = 4.075
- frontier orbital gap (eV) = 10.33

Positions of all 13 atoms, in Å:
C: 0.8306 -1.3180 -0.0431
C: 0.0697 -0.0462 -0.2519
C: -0.4925 0.5449 1.0152
O: -1.6150 -0.3410 1.0450
N: 0.0526 0.5205 -1.3980
O: 0.1010 1.8916 -1.1964
H: 0.8680 -1.9784 -0.9081
H: 1.8421 -0.9262 0.1380
H: 0.5040 -1.8566 0.8488
H: -0.7728 1.5981 0.9202
H: 0.1955 0.4174 1.8627
H: -1.4854 -0.7148 0.0993
H: 0.0262 2.2658 -2.0770

Force components x, y, z for each atom (eV/Å):
C -0.056 -0.224 -0.102
C 1.638 0.846 -0.200
C 0.557 0.173 -0.448
O -0.081 -0.584 -1.303
N 1.202 -0.535 0.399
O -0.873 0.840 -0.259
H -0.042 0.077 -0.016
H -0.051 -0.391 0.005
H -0.025 0.016 -0.193
H -0.095 -0.303 0.057
H -0.399 -0.116 -0.029
H -1.653 0.192 2.265
H -0.122 0.007 -0.177


# 2
2 unconnected molecules or ions with the total composition C3H7NO2. Source: the Open Molecules 2025 dataset; level of theory: wB97M-V/def2-TZVPD.

Summary:
- total charge = +1
- 2S+1 = 2
- electronic energy (Eh) = -323.40013
- relative energy (zero: lowest compared OMol25 entry of this formula, charge and spin) (eV) = 0.847
- frontier orbital gap (alpha / beta) (eV) = 11.63 / 8.18

Positions of all 13 atoms, in Å:
O: -0.8997 2.5001 -0.4005
C: -1.7575 1.9515 0.3874
O: -1.7245 0.8150 0.8036
H: -2.5861 2.6428 0.6223
C: 1.0679 -0.3918 -1.1002
C: 0.6719 -1.6532 0.9149
N: 0.3508 -0.7115 0.1411
H: 1.5639 0.5577 -0.9811
H: 0.3577 -0.3222 -1.9217
H: 1.8241 -1.1499 -1.3148
H: 1.5314 -2.2783 0.6785
H: 0.0944 -1.8362 1.8156
H: -0.4942 -0.1241 0.3547

Force components x, y, z for each atom (eV/Å):
O 0.179 0.137 -0.085
C -0.681 0.128 0.080
O 0.203 -0.249 0.031
H 0.058 0.268 -0.028
C 0.086 -0.314 -0.051
C 0.186 -0.386 0.320
N 0.121 -0.011 -0.661
H 0.097 0.394 0.073
H -0.031 -0.064 0.064
H -0.216 0.033 0.079
H -0.127 0.079 0.063
H -0.003 0.050 -0.080
H 0.128 -0.064 0.196


# 3
A gas-phase ion, C3H7NO2P (charge +1). Source: the Open Molecules 2025 dataset; level of theory: wB97M-V/def2-TZVPD.

Summary:
- total charge = +1
- electronic energy (Eh) = -664.82160
- relative energy (zero: lowest compared OMol25 entry of this formula, charge and spin) (eV) = 0.196
- frontier orbital gap (eV) = 10.59

Positions of all 14 atoms, in Å:
C: -0.9066 -0.3522 -1.2735
C: -1.7097 0.9095 0.7716
C: 1.9165 -0.7968 0.6053
N: -0.9421 0.1252 0.1108
O: 0.4393 -0.0633 -1.5557
O: 0.8914 1.8770 0.3418
P: 0.8295 0.4713 -0.0412
H: -1.2049 -1.4054 -1.2377
H: -1.8052 -0.0394 -1.9974
H: -2.7337 1.1122 0.4462
H: -1.1848 1.3042 1.6338
H: 1.3863 -1.5330 1.1793
H: 2.6736 -0.2849 1.1759
H: 2.3506 -1.3246 -0.1593

Force components x, y, z for each atom (eV/Å):
C -4.104 -1.228 -1.482
C 0.506 -1.079 -0.535
C -0.911 1.794 1.265
N -0.002 1.063 -0.275
O -0.184 0.565 0.650
O 0.875 -0.544 -0.245
P -0.171 -0.234 -0.277
H 1.144 -0.378 0.032
H 2.412 0.687 1.366
H 0.240 -0.002 0.339
H -0.718 0.507 0.281
H -0.450 -0.105 0.612
H 0.248 -0.005 0.462
H 1.114 -1.041 -2.193


# 4
A single C3H7NO2S molecule. Source: the Open Molecules 2025 dataset; level of theory: wB97M-V/def2-TZVPD.

Summary:
- total charge = 0
- SMILES string = N[C@H](CS)C(=O)O
- electronic energy (Eh) = -721.92875
- relative energy (zero: lowest compared OMol25 entry of this formula, charge and spin) (eV) = 0.922
- frontier orbital gap (eV) = 9.84

Positions of all 14 atoms, in Å:
N: 0.2052 1.1311 1.1511
C: 0.1453 -0.0826 0.3251
C: 0.7925 0.0169 -1.0582
S: 2.4170 -0.7256 -1.2302
C: -1.3274 -0.3751 0.1855
O: -2.0440 0.1196 -0.6424
O: -1.7930 -1.3008 1.0819
H: -0.2467 1.9369 0.7297
H: -0.2136 1.1248 2.0685
H: 0.5112 -0.9008 0.9481
H: 0.7556 1.0288 -1.4500
H: 0.1236 -0.5942 -1.6671
H: 3.1482 0.3867 -1.0498
H: -2.4738 -1.7657 0.6075

Force components x, y, z for each atom (eV/Å):
N 0.750 1.196 -0.288
C -0.999 0.389 1.676
C -0.761 -0.440 0.381
S 0.400 0.201 0.005
C -0.376 -0.450 -0.590
O -0.103 -0.043 -0.023
O 1.091 0.353 -0.114
H 0.157 -0.229 -0.566
H 0.095 -0.930 0.207
H 0.564 0.085 -0.353
H 0.031 0.030 0.025
H 0.298 0.166 -0.419
H -0.071 -0.121 0.086
H -1.077 -0.208 -0.027


# 5
A single C3H7NO2S molecule. Source: the Open Molecules 2025 dataset; level of theory: wB97M-V/def2-TZVPD.

Summary:
- total charge = 0
- SMILES string = CCOC(=O)NS
- electronic energy (Eh) = -721.92846
- relative energy (zero: lowest compared OMol25 entry of this formula, charge and spin) (eV) = 0.930
- frontier orbital gap (eV) = 10.20

Positions of all 14 atoms, in Å:
C: 1.0309 -1.4610 -2.3903
C: 0.8906 0.0584 -2.2193
O: 0.9352 0.3903 -0.8250
C: -0.0971 0.1222 -0.0936
O: -1.1793 -0.2434 -0.4740
N: 0.2263 0.4043 1.2376
S: -0.9567 0.5489 2.4090
H: 1.0124 -1.7846 -3.4508
H: 0.1589 -1.9440 -1.9554
H: 1.9508 -1.8854 -1.9134
H: -0.0777 0.2674 -2.5904
H: 1.6814 0.4768 -2.7729
H: 1.1894 0.5347 1.5209
H: -1.1858 -0.7713 2.5652

Force components x, y, z for each atom (eV/Å):
C 0.329 -0.789 0.077
C -0.526 -2.861 0.500
O 2.467 0.593 -1.561
C -1.216 0.369 1.606
O 0.000 -0.132 0.017
N -0.027 -0.098 -0.359
S -0.217 -0.373 0.185
H 0.209 0.508 0.427
H 0.030 -0.090 0.239
H -0.682 0.505 -0.386
H -0.842 0.889 -0.507
H 0.846 1.368 -0.060
H -0.248 -0.027 -0.389
H -0.122 0.137 0.210


# 6
A molecular structure, C3H7NO2S. Source: the Open Molecules 2025 dataset; level of theory: wB97M-V/def2-TZVPD.

Summary:
- total charge = 0
- electronic energy (Eh) = -721.83485
- relative energy (zero: lowest compared OMol25 entry of this formula, charge and spin) (eV) = 3.477
- frontier orbital gap (eV) = 10.92

Positions of all 14 atoms, in Å:
C: -0.2922 0.6575 0.8838
C: 0.5501 0.5277 -0.2835
C: 1.6477 -0.4722 -0.1069
N: -0.7981 -0.0676 -1.3674
O: -2.0426 -1.4840 0.4535
O: -2.8605 0.8289 0.0601
S: -1.7151 -0.0900 0.0862
H: -0.1021 0.1908 1.7601
H: -0.4711 1.7431 0.9901
H: 0.6969 1.4698 -0.7382
H: 1.9941 -0.8555 -0.9599
H: 1.3705 -1.3881 0.4061
H: 2.4438 -0.0583 0.5193
H: -0.4214 -1.0021 -1.7033

Force components x, y, z for each atom (eV/Å):
C -2.739 2.915 -1.174
C -1.263 -2.565 -2.537
C -0.736 0.815 2.648
N 2.898 0.236 2.225
O 1.207 2.242 -0.236
O 2.205 -1.141 -0.247
S -2.975 -1.522 -0.709
H 1.061 -1.453 2.655
H -0.506 -0.672 0.651
H 0.974 0.596 -0.587
H 1.881 -0.839 -3.672
H -0.830 0.118 0.485
H 0.082 0.182 -0.320
H -1.259 1.088 0.819


# 7
A single C3H7NO2S molecule. Source: the Open Molecules 2025 dataset; level of theory: wB97M-V/def2-TZVPD.

Summary:
- total charge = 0
- electronic energy (Eh) = -721.76600
- relative energy (zero: lowest compared OMol25 entry of this formula, charge and spin) (eV) = 5.351
- frontier orbital gap (alpha / beta) (eV) = 8.43 / 8.43

Positions of all 14 atoms, in Å:
C: -0.4558 -2.0472 -0.2824
C: 0.8278 1.8800 0.0761
C: -0.5494 -0.5339 0.1103
N: -1.6672 0.1912 -0.3673
O: -2.0058 1.2293 0.1798
O: 2.0358 -0.2603 0.3378
S: 1.0253 0.2334 -0.6256
H: -0.9138 -2.4861 -1.1972
H: -0.8971 -2.5523 0.5534
H: 0.5235 -2.2236 -0.4439
H: -0.0382 2.0028 0.7778
H: 0.6317 2.6802 -0.7872
H: 1.8965 2.1826 0.4612
H: -0.4132 -0.2960 1.2072

Force components x, y, z for each atom (eV/Å):
C -3.376 1.447 0.165
C 0.524 3.448 -1.719
C 0.595 0.160 0.772
N -1.803 0.931 -1.564
O 0.858 -1.528 0.203
O 0.596 -1.062 -0.461
S -0.030 0.809 1.588
H -0.379 1.295 0.418
H 0.273 -0.775 0.404
H 3.440 -1.062 0.295
H 1.186 -0.335 -0.375
H 0.221 -1.754 1.635
H -2.281 -0.925 -0.393
H 0.174 -0.648 -0.968


# 8
A single C3H7NO2S molecule. Source: the Open Molecules 2025 dataset; level of theory: wB97M-V/def2-TZVPD.

Summary:
- total charge = 0
- SMILES string = CS[C@H](C)[N+](=O)[O-]
- electronic energy (Eh) = -721.76019
- relative energy (zero: lowest compared OMol25 entry of this formula, charge and spin) (eV) = 5.509
- frontier orbital gap (eV) = 9.86

Positions of all 14 atoms, in Å:
C: 1.8008 -1.2888 0.1643
S: 1.1407 -0.1049 -1.0447
C: -0.4394 0.0085 -0.1223
C: -1.8435 0.7254 -1.0390
N: -0.1296 1.0444 0.9460
O: 0.3893 0.6649 1.9500
O: -0.3323 2.2038 0.7101
H: 1.1131 -1.9486 0.4400
H: 2.1556 -0.9289 1.1221
H: 2.7442 -1.6968 -0.2212
H: -0.9008 -0.8701 0.3989
H: -2.5678 0.2897 -0.4175
H: -1.4063 1.7001 -0.9278
H: -1.7239 0.2013 -1.9590

Force components x, y, z for each atom (eV/Å):
C 4.240 2.398 -0.787
S -1.247 -0.947 1.260
C -2.684 1.559 -1.459
C 5.296 -2.263 1.825
N -0.371 -0.110 -0.675
O 0.556 -1.114 1.581
O -0.306 1.143 -0.432
H -2.834 -3.255 0.376
H -0.204 1.183 0.087
H -0.603 -0.441 -0.400
H 1.313 0.469 -0.540
H -1.580 0.455 0.555
H -1.268 0.796 -0.480
H -0.308 0.126 -0.911


# 9
2 unconnected molecules or ions with the total composition C3H7NO2S. Source: the Open Molecules 2025 dataset; level of theory: wB97M-V/def2-TZVPD.

Summary:
- total charge = 0
- electronic energy (Eh) = -721.87088
- relative energy (zero: lowest compared OMol25 entry of this formula, charge and spin) (eV) = 2.497
- frontier orbital gap (eV) = 9.87

Positions of all 14 atoms, in Å:
C: 0.0318 0.5339 -1.9922
C: 0.0790 1.9308 -2.3143
C: -0.8560 -1.6284 3.2372
N: 0.2055 -0.5621 -1.7496
O: -0.2096 -2.6197 0.8569
O: -2.5938 -1.8200 1.3655
S: -1.5324 -2.6583 1.9282
H: 0.0287 2.0992 -3.3664
H: -0.7081 2.4955 -1.7553
H: 1.0314 2.2044 -1.9229
H: -0.3781 -2.2801 4.0942
H: -0.0208 -1.1863 2.6586
H: -1.7101 -0.9975 3.5177
H: -0.4363 -2.8889 -0.0356

Force components x, y, z for each atom (eV/Å):
C -0.050 0.342 -0.398
C -1.129 0.570 1.254
C 1.987 -1.466 0.317
N -0.122 -1.563 0.352
O -0.131 0.641 1.912
O -0.005 0.065 -0.084
S -0.315 -0.999 -1.124
H -0.107 0.176 -0.655
H 0.600 -0.422 -0.639
H 0.791 0.817 0.078
H -1.228 1.316 -1.634
H -0.474 0.647 0.804
H 0.685 -0.044 0.051
H -0.502 -0.079 -0.235


# 10
A single C3H7NO2S molecule. Source: the Open Molecules 2025 dataset; level of theory: wB97M-V/def2-TZVPD.

Summary:
- total charge = 0
- SMILES string = N[C@@H](CS)C(=O)O
- electronic energy (Eh) = -721.92506
- relative energy (zero: lowest compared OMol25 entry of this formula, charge and spin) (eV) = 1.023
- frontier orbital gap (eV) = 9.62

Positions of all 14 atoms, in Å:
N: -0.8721 -1.7450 0.9580
C: -0.4905 -0.5033 0.2600
C: -0.0033 0.6596 1.2800
S: -0.1023 2.2249 0.3770
C: 0.4287 -0.8539 -0.9795
O: 1.1608 -0.0114 -1.4762
O: 0.2400 -2.1048 -1.4756
H: -0.1380 -2.1063 1.5693
H: -1.6697 -1.4927 1.6402
H: -1.4517 -0.1954 -0.1914
H: -0.5640 0.5805 2.1788
H: 1.0289 0.4142 1.5787
H: 0.1158 2.9838 1.5433
H: -0.3964 -2.4524 -0.8062

Force components x, y, z for each atom (eV/Å):
N -1.373 0.507 1.619
C -0.114 0.124 0.763
C 1.169 -1.932 -2.579
S 0.271 0.887 1.934
C 0.737 1.874 -0.204
O -1.162 -1.827 0.738
O -0.269 1.204 1.192
H 0.059 0.220 -0.266
H 1.542 -0.744 -1.594
H 0.485 0.307 -0.001
H -1.006 0.257 0.493
H -0.150 0.240 -0.320
H -0.306 -0.573 -1.375
H 0.119 -0.544 -0.401


# 11
A molecular structure, C3H7NO2S2. Source: the Open Molecules 2025 dataset; level of theory: wB97M-V/def2-TZVPD.

Summary:
- total charge = 0
- electronic energy (Eh) = -1119.98713
- relative energy (zero: lowest compared OMol25 entry of this formula, charge and spin) (eV) = 4.167
- frontier orbital gap (alpha / beta) (eV) = 7.00 / 7.05

Positions of all 15 atoms, in Å:
C: -0.6229 0.4106 -0.4168
C: 0.4004 -0.2068 -1.2812
C: 0.3789 -0.6298 1.2602
N: -0.1787 0.6216 0.9432
O: 2.6907 1.3929 0.2702
O: 0.8884 -2.7274 -0.3134
S: 3.6279 0.2784 0.5464
S: 1.4200 -1.3243 -0.1119
H: -0.8495 1.4313 -0.8019
H: -1.5056 -0.2975 -0.3644
H: -0.1166 -0.9133 -2.0094
H: 1.2284 0.3008 -1.7693
H: 0.9347 -0.6205 2.2147
H: -0.3729 -1.4325 1.3314
H: 0.4847 1.3052 1.0071

Force components x, y, z for each atom (eV/Å):
C -1.719 2.176 -0.081
C 1.408 -2.982 -0.910
C 0.789 -1.000 2.002
N -1.913 -2.615 -0.361
O -0.171 0.307 -0.018
O 0.833 0.881 0.342
S 0.602 0.043 0.134
S -2.459 -1.377 -1.077
H -0.624 -0.859 -0.038
H 0.731 1.156 -0.250
H 1.111 0.707 0.812
H -0.639 0.969 -0.106
H -0.055 0.016 -0.481
H 0.074 0.254 -0.093
H 2.032 2.325 0.125


# 12
3 unconnected molecules or ions with the total composition C3H7NO3. Source: the Open Molecules 2025 dataset; level of theory: wB97M-V/def2-TZVPD.

Summary:
- total charge = 0
- SMILES string = CC#[N+][O-].C=O.O
- electronic energy (Eh) = -398.82666
- relative energy (zero: lowest compared OMol25 entry of this formula, charge and spin) (eV) = 5.742
- frontier orbital gap (eV) = 10.10

Positions of all 14 atoms, in Å:
C: -2.5914 0.0414 0.5572
C: -1.6762 -0.6477 -0.2943
N: -0.9172 -0.8676 -1.1484
O: -0.0668 -1.4201 -1.7604
H: -3.5253 0.3407 0.0836
H: -2.1190 0.8330 0.9914
H: -2.8630 -0.4586 1.5652
C: 3.1398 -0.4576 -0.0483
O: 2.7196 0.5714 -0.5380
H: 3.5777 -0.4005 0.9972
H: 3.0957 -1.4289 -0.5162
O: 0.1662 1.3588 0.2463
H: -0.0047 0.8933 -0.5786
H: 1.0646 1.6424 0.4435

Force components x, y, z for each atom (eV/Å):
C -2.277 -1.819 1.905
C -0.038 0.066 -1.015
N -1.812 -0.727 2.726
O 1.901 -0.501 -2.192
H 0.127 -0.054 -0.119
H 1.438 2.804 0.501
H 0.298 -0.249 -1.944
C -0.061 2.025 1.237
O 0.495 -1.239 0.074
H -0.224 -0.339 -0.807
H -0.081 -0.476 -0.538
O -1.031 0.520 1.078
H 1.272 0.460 0.128
H -0.008 -0.471 -1.034